No. 1
A cluster of 2 separate species, C20H30N3O2SSi in total, computed with ωB97M-V/def2-TZVPD.

The geometry in XYZ format:
```
57
Properties=species:S:1:pos:R:3:mulliken_charge:R:1
C -1.745 -2.474 5.861 0.19
C -2.181 -2.435 4.751 -1.15
C -2.691 -2.326 3.393 0.26
C -1.755 -1.472 2.599 0.41
N -0.483 -1.335 2.880 0.11
N 0.146 -0.473 2.030 -0.62
C -0.802 -0.089 1.221 -0.02
C -0.527 0.925 0.131 -0.21
C 0.675 1.749 0.503 -0.12
C 1.895 1.555 -0.109 -0.14
C 2.992 2.291 0.265 -0.59
C 2.878 3.227 1.264 -0.67
C 1.657 3.445 1.878 -1.05
C 0.558 2.707 1.500 1.16
C -0.756 2.973 2.200 -1.23
N -2.021 -0.695 1.523 0.37
Si -3.617 -0.478 0.657 0.27
C -3.234 -0.232 -1.161 -1.07
C -4.567 1.017 1.261 -1.08
C -4.644 -2.033 0.794 -1.17
H -1.104 -2.407 6.704 0.44
H -3.710 -1.960 3.375 0.14
H -2.700 -3.337 2.982 0.33
H 0.026 -1.759 3.642 0.21
H -0.280 0.357 -0.763 0.64
H -1.401 1.551 -0.007 0.14
H 2.019 0.815 -0.888 0.04
H 3.939 2.140 -0.223 0.43
H 3.767 3.768 1.546 0.39
H 1.601 4.181 2.665 0.39
H -1.439 3.450 1.496 0.29
H -0.610 3.649 3.034 0.46
H -1.201 2.066 2.608 0.16
H -2.760 0.722 -1.354 0.33
H -2.623 -1.047 -1.542 0.34
H -4.195 -0.242 -1.670 0.39
H -4.902 1.550 0.374 0.37
H -3.984 1.693 1.880 0.32
H -5.472 0.723 1.784 0.40
H -5.530 -1.952 0.171 0.37
H -5.001 -2.227 1.802 0.34
H -4.067 -2.896 0.463 0.36
C 4.858 -1.653 -4.589 -0.56
C 3.376 -1.854 -4.933 -0.68
C 2.555 -1.270 -3.776 -0.68
S 3.564 0.033 -3.056 1.32
O 3.920 -0.353 -1.711 -0.67
O 2.965 1.314 -3.331 -0.67
C 4.984 -0.209 -4.114 -0.79
H 5.502 -1.847 -5.445 0.36
H 5.149 -2.336 -3.788 0.29
H 3.141 -1.323 -5.857 0.31
H 3.137 -2.905 -5.091 0.33
H 1.615 -0.840 -4.114 0.38
H 2.368 -2.011 -3.000 0.37
H 5.892 -0.012 -3.550 0.40
H 4.897 0.492 -4.944 0.37
```

Results
E (Ha): -1782.29557
Kohn-Sham gap (eV): 8.6
M (g mol⁻¹): 404.63
LUMO level (Eh): -0.09371
E_HOMO (eV): -11.16
Charge: +1

No. 2
The molecule C20H30N4O3, computed with ωB97M-V/def2-TZVPD.

The geometry in XYZ format:
```
57
Properties=species:S:1:pos:R:3:mulliken_charge:R:1
C 5.239 -0.544 -1.630 -0.98
C 5.131 -2.051 -1.386 -0.69
C 4.514 -2.354 -0.050 0.54
C 5.299 -2.905 0.956 -0.86
C 4.795 -3.135 2.221 -0.89
C 3.482 -2.805 2.506 -0.83
C 2.665 -2.266 1.527 1.07
C 1.238 -1.912 1.832 -1.36
C 3.182 -2.054 0.243 0.46
N 2.312 -1.486 -0.713 0.20
C 2.002 -1.964 -1.933 0.56
O 2.460 -2.964 -2.447 -0.69
C 0.939 -1.128 -2.661 -0.43
O 0.854 0.227 -2.293 -0.29
N 0.294 0.369 -0.987 -0.53
C -0.020 1.569 -0.677 0.29
N 0.183 2.676 -1.425 -0.44
C -0.632 1.781 0.681 -0.22
C -1.997 2.439 0.491 0.58
O -2.108 3.529 -0.038 -0.75
N -3.039 1.719 0.934 -0.17
C -4.418 2.157 0.824 -0.29
C -5.063 2.251 2.207 -0.75
C -6.508 2.725 2.083 -0.65
C -7.306 1.781 1.189 -0.64
C -6.659 1.680 -0.189 -0.64
C -5.214 1.205 -0.069 -0.74
H 5.818 -0.072 -0.838 0.32
H 5.734 -0.355 -2.580 0.34
H 4.256 -0.081 -1.659 0.20
H 6.132 -2.487 -1.419 0.46
H 4.539 -2.510 -2.178 0.24
H 6.329 -3.149 0.740 0.36
H 5.424 -3.564 2.987 0.39
H 3.085 -2.976 3.496 0.36
H 0.967 -2.258 2.826 0.43
H 1.096 -0.831 1.794 0.16
H 0.565 -2.366 1.106 0.36
H 1.699 -0.747 -0.375 0.25
H 1.181 -1.117 -3.726 0.34
H -0.029 -1.629 -2.526 0.27
H 0.421 2.526 -2.393 0.23
H -0.393 3.478 -1.202 0.30
H -0.702 0.831 1.207 -0.09
H -0.002 2.474 1.244 0.30
H -2.883 0.807 1.335 0.35
H -4.381 3.150 0.365 0.30
H -4.492 2.942 2.831 0.34
H -5.040 1.266 2.682 0.32
H -6.964 2.776 3.074 0.34
H -6.522 3.729 1.655 0.33
H -8.331 2.142 1.091 0.31
H -7.342 0.790 1.647 0.31
H -7.223 0.987 -0.817 0.34
H -6.677 2.660 -0.671 0.34
H -4.750 1.155 -1.056 0.35
H -5.194 0.202 0.366 0.31
```

Results
Energy above the lowest of the compared OMol25 structures with the same formula, charge and spin (kJ/mol): 170.89
E (Ha): -1224.88053
Kohn-Sham gap (eV): 8.9
M (g mol⁻¹): 374.48
Structure (SMILES): CCc1cccc(C)c1NC(=O)CO/N=C(\N)CC(=O)NC1CCCCC1
LUMO level (Eh): 0.01549
E_HOMO (eV): -8.44